[1]
84
Properties=species:S:1:pos:R:3:mulliken_spin:R:1 method="wB97M-V/def2-TZVPD" energy_ev=-182765.738 charge=+1 multiplicity=5 lumo_energy_ev="-5.8 / -4.0" orbital_gap_ev="4.008 / 5.839" de_lowest_kcal_mol=63.79 e_homo_ha="-0.3599 / -0.3598"
Mn 0.1732 0.2716 -0.0672 4.066
O 5.4329 -0.3170 4.4331 0.001
C 4.4451 0.3733 4.6834 0.001
O 4.0379 1.0949 5.5890 0.001
C 3.3668 0.3038 3.4566 0.010
C 3.5975 -0.5779 2.4071 -0.001
C 2.6707 -0.6677 1.3910 0.024
N 1.5607 0.0845 1.3880 -0.118
C 1.3409 0.9434 2.4094 0.018
C 2.2137 1.0809 3.4629 -0.006
C 0.0256 1.6791 2.2861 0.001
O -0.3579 2.4890 3.0708 -0.008
O -0.6418 1.2658 1.2121 -0.038
H 4.4962 -1.1802 2.4033 -0.001
H 2.8021 -1.3588 0.5658 -0.003
H 2.0039 1.7695 4.2718 -0.002
O 1.5781 -0.1569 -1.4550 0.048
S 2.7464 -0.5321 -2.3507 0.001
C 2.4022 0.2997 -3.9507 0.005
C 1.1866 -0.1457 -4.7604 -0.003
C -0.1559 0.0800 -4.0525 0.009
C -0.6178 1.5285 -4.0792 0.004
S -1.7000 1.9132 -2.6435 0.002
O -0.8975 1.3810 -1.4797 0.050
C -3.0152 0.6933 -2.8953 0.005
C -3.5603 0.1337 -1.7421 0.000
C -4.5622 -0.8231 -1.8508 0.001
C -5.0384 -1.1844 -3.1038 0.000
C -4.5295 -0.5782 -4.2441 0.000
C -3.5149 0.3634 -4.1456 0.000
C 2.4742 -2.2595 -2.7753 0.002
C 1.7420 -3.0366 -1.8907 0.011
C 1.5956 -4.3936 -2.1379 0.001
C 2.2084 -4.9647 -3.2436 0.000
C 2.9682 -4.1838 -4.1049 0.000
C 3.1074 -2.8245 -3.8754 -0.002
H 3.3210 0.1759 -4.5271 -0.001
H 2.3380 1.3479 -3.6506 0.001
H 1.2806 -1.2035 -5.0096 0.000
H 1.2073 0.4094 -5.7022 0.000
H -0.0484 -0.2197 -3.0149 0.007
H -0.9211 -0.5465 -4.5108 0.001
H -1.1505 1.7984 -4.9911 0.000
H 0.2090 2.2281 -3.9412 0.000
H -3.2290 0.4774 -0.7679 -0.001
H -4.9744 -1.2753 -0.9582 0.000
H -5.8253 -1.9212 -3.1918 0.000
H -4.9243 -0.8350 -5.2177 0.000
H -3.1294 0.8258 -5.0460 0.000
H 1.2996 -2.5849 -1.0155 0.010
H 1.0141 -5.0057 -1.4606 0.000
H 2.1097 -6.0263 -3.4256 0.000
H 3.4685 -4.6365 -4.9500 0.000
H 3.7039 -2.2207 -4.5492 0.000
C -0.7186 -1.4486 2.7419 0.001
O -0.7253 -1.5504 1.3105 0.027
C -1.3088 -2.6731 0.7881 0.005
C -1.7877 -3.7402 1.5283 -0.001
C -2.3801 -4.8050 0.8562 0.001
Br -3.0751 -6.2393 1.8717 0.000
C -2.4712 -4.8406 -0.5186 0.000
C -1.9657 -3.7764 -1.2707 0.001
C -1.4083 -2.6968 -0.6002 -0.015
O -0.9475 -1.5707 -1.2725 -0.125
C -2.0826 -3.8398 -2.7285 0.002
N -2.8390 -4.6975 -3.3549 0.000
C -2.6820 -4.4289 -4.6972 0.000
C -3.2532 -5.0444 -5.8107 0.000
C -2.9226 -4.5516 -7.0563 0.000
C -2.0498 -3.4649 -7.2101 0.000
C -1.4616 -2.8502 -6.1213 0.000
C -1.7849 -3.3563 -4.8667 0.000
N -1.4262 -2.9909 -3.5895 0.000
H -1.7300 -1.5507 3.1353 0.001
H -0.3436 -0.4641 2.9922 0.006
H -0.0661 -2.2058 3.1779 -0.001
H -1.7277 -3.7654 2.6054 0.000
H -2.9311 -5.6690 -1.0367 0.000
H -1.7233 -1.1185 -1.6540 0.006
H -3.9293 -5.8800 -5.6913 0.000
H -3.3451 -5.0130 -7.9387 0.000
H -1.8367 -3.0975 -8.2053 0.000
H -0.7836 -2.0137 -6.2456 0.000
H -0.6864 -2.3645 -3.3255 -0.004

---

[2]
59
Properties=species:S:1:pos:R:3:lowdin_charge:R:1 method="wB97M-V/def2-TZVPD" energy_ev=-44298.437 charge=0 smiles="CSCC[C@H](C(=O)N1C[C@]2(C)C[C@H]1CC(C)(C)C2)N1C(=O)c2ccccc2C1=O" multiplicity=1 lumo_energy_ev=-0.3 orbital_gap_ev=8.327 de_lowest_kcal_mol=0.00 e_homo_ha=-0.3154
C 1.3101 3.5655 -2.0397 -0.391
H 1.5253 2.5018 -2.0916 0.006
H 0.7434 3.8675 -2.9147 0.029
H 2.2269 4.1451 -1.9778 0.035
S 0.2631 3.9453 -0.6037 0.805
C 1.3765 3.5004 0.7853 -0.452
C 0.8901 2.2646 1.5287 -0.189
H 1.5191 2.0898 2.4025 0.111
C 0.9217 1.0249 0.6340 -0.186
N 2.2693 0.5433 0.4147 0.086
C 3.1822 0.2206 1.4184 -0.339
O 3.1289 0.5664 2.5691 0.138
C 4.2625 -0.5323 0.7308 -0.064
C 5.4228 -1.0866 1.2277 0.012
C 6.2639 -1.7368 0.3295 -0.061
C 5.9500 -1.8176 -1.0185 -0.063
C 4.7815 -1.2533 -1.5203 0.008
C 3.9465 -0.6147 -0.6271 -0.070
C 2.6453 0.0573 -0.8278 -0.338
O 2.0055 0.2115 -1.8418 0.113
H 4.5301 -1.3122 -2.5678 0.121
H 6.6228 -2.3292 -1.6906 0.106
H 7.1768 -2.1879 0.6890 0.106
H 5.6596 -1.0203 2.2780 0.123
H 0.5189 1.2742 -0.3544 0.110
C 0.1071 -0.1400 1.2258 -0.393
O 0.6570 -1.0760 1.7767 0.099
N -1.2208 -0.0535 1.0779 0.010
C -1.9854 0.9163 0.3173 -0.085
H -1.6074 1.0354 -0.7001 0.129
C -3.4112 0.3463 0.3311 -0.465
C -4.4589 1.4443 0.1908 -0.031
H -4.3548 2.1776 0.9873 0.084
H -5.4599 1.0227 0.2422 0.086
H -4.3485 1.9557 -0.7625 0.088
C -3.4366 -0.3558 1.6906 -0.061
C -2.1002 -1.0794 1.6280 -0.235
C -2.2068 -2.2879 0.6959 -0.077
H -1.2383 -2.7882 0.6565 0.123
H -2.9202 -2.9824 1.1440 0.122
C -2.6536 -1.9280 -0.7361 -0.508
C -1.4253 -1.6887 -1.6239 -0.033
H -1.7284 -1.3702 -2.6195 0.088
H -0.8609 -2.6135 -1.7268 0.089
H -0.7511 -0.9444 -1.2160 0.063
C -3.4037 -3.1303 -1.3274 -0.059
H -3.7042 -2.9228 -2.3522 0.086
H -4.2962 -3.3591 -0.7483 0.081
H -2.7654 -4.0109 -1.3300 0.085
C -3.6132 -0.7144 -0.7603 -0.087
H -3.5471 -0.2351 -1.7394 0.128
H -4.6366 -1.0831 -0.6544 0.122
H -1.7098 -1.3959 2.5987 0.155
H -4.2767 -1.0371 1.8006 0.132
H -3.4556 0.3697 2.5048 0.130
H -1.9660 1.8994 0.8002 0.119
H -0.1302 2.4329 1.8743 0.108
H 1.3958 4.3600 1.4547 0.071
H 2.3703 3.3494 0.3674 0.080

---

[3]
119
Properties=species:S:1:pos:R:3:mulliken_spin:R:1 method="wB97M-V/def2-TZVPD" energy_ev=-95434.914 charge=-2 multiplicity=3 lumo_energy_ev="4.1 / 4.1" orbital_gap_ev="5.073 / 6.957" de_lowest_kcal_mol=61.77 e_homo_ha="-0.0357 / -0.1060"
Au -0.4109 0.3869 -0.3898 0.418
C 0.8687 2.4114 2.2490 -0.001
C 2.3680 2.1425 2.4106 0.011
C 2.5971 0.8634 3.2216 -0.009
C 3.1026 2.2002 1.0791 0.040
C 3.9500 3.2804 0.8541 -0.003
C 4.6465 3.4267 -0.3355 0.004
C 4.5205 2.4525 -1.3116 -0.001
C 3.7072 1.3446 -1.1207 -0.024
C 3.6242 0.2855 -2.2126 -0.021
C 5.0119 -0.2496 -2.5761 -0.006
C 2.9021 0.8022 -3.4590 0.013
C 2.9641 1.2407 0.0667 -0.099
N 2.0531 0.1738 0.2026 0.306
C 2.5444 -1.0192 0.4063 0.141
C 1.7215 -2.1922 0.3108 0.151
N 0.5566 -2.0786 -0.2988 0.284
C -0.3930 -3.1363 -0.3590 -0.135
C -1.3388 -3.1729 0.9040 0.061
C -1.8949 -4.5380 1.1326 0.004
C -1.4889 -5.6269 0.4798 -0.002
C -0.4584 -5.5797 -0.5599 0.002
C 0.1204 -4.4402 -0.9450 0.030
C 1.1689 -4.3404 -2.0281 0.003
C 1.6859 -5.6956 -2.4969 -0.001
C 0.6400 -3.5221 -3.2152 -0.006
C -0.8552 -2.5405 2.2340 -0.045
C -1.9018 -1.6469 2.9071 0.013
C -0.3757 -3.5706 3.2654 -0.007
C 2.5070 -3.3160 0.8854 0.078
C 2.2700 -4.6243 1.2240 0.053
C 3.3408 -5.4309 1.7025 -0.032
C 4.6112 -4.9546 1.8735 0.055
C 4.8791 -3.5829 1.6017 -0.025
C 6.1156 -2.9073 1.7926 0.018
C 6.2048 -1.5664 1.5323 -0.007
C 5.1003 -0.8023 1.0617 0.018
C 3.9053 -1.4373 0.8436 0.032
C 3.8224 -2.8215 1.1254 -0.066
H 0.3956 2.5330 3.2285 0.000
H 0.3827 1.5807 1.7343 0.016
H 0.6902 3.3092 1.6553 -0.004
H 2.7844 2.9654 3.0019 0.001
H 2.0661 0.0178 2.7824 0.022
H 2.2212 1.0018 4.2401 0.000
H 3.6567 0.6057 3.2797 0.000
H 4.0486 4.0336 1.6298 0.000
H 5.2680 4.2978 -0.5054 0.001
H 5.0575 2.5629 -2.2476 0.000
H 3.0405 -0.5540 -1.8370 0.045
H 5.6363 0.5309 -3.0201 0.000
H 4.9216 -1.0608 -3.3041 0.001
H 5.5272 -0.6396 -1.6952 -0.002
H 3.3519 1.7287 -3.8238 0.000
H 1.8573 1.0026 -3.2351 -0.009
H 2.9420 0.0538 -4.2568 0.000
H -2.6803 -4.6205 1.8802 0.001
H -1.9405 -6.5881 0.7024 -0.001
H -0.1591 -6.5232 -1.0029 0.001
H 2.0169 -3.7864 -1.6149 0.020
H 0.8909 -6.2805 -2.9685 0.000
H 2.0997 -6.2748 -1.6676 0.000
H 2.4770 -5.5519 -3.2366 0.000
H -0.2545 -3.9901 -3.6346 0.001
H 1.4035 -3.4522 -3.9949 0.000
H 0.3725 -2.5129 -2.8981 0.004
H 0.0047 -1.9133 1.9948 0.038
H -2.8628 -2.1618 3.0105 0.000
H -2.0689 -0.7387 2.3361 -0.004
H -1.5523 -1.3671 3.9048 0.000
H -1.2186 -4.0747 3.7475 0.000
H 0.1984 -3.0595 4.0430 0.000
H 0.2657 -4.3337 2.8285 0.004
H 1.2881 -5.0626 1.1331 0.023
H 3.1329 -6.4695 1.9365 0.000
H 5.4018 -5.6073 2.2270 0.009
H 6.9794 -3.4535 2.1565 0.005
H 7.1500 -1.0611 1.6956 0.000
H 5.2161 0.2585 0.8863 0.000
I -2.1037 3.7548 0.0144 0.028
C -2.1179 1.6133 -0.0135 0.406
H -2.8618 1.3286 -0.7513 -0.027
H -2.4547 1.3399 0.9826 -0.006
C -3.2339 3.3056 -4.3244 -0.001
C -3.2671 1.8196 -4.0321 -0.003
C -4.4646 1.1615 -4.3249 0.000
C -4.6492 -0.1793 -4.0799 0.000
Cl -6.1893 -0.9223 -4.4688 0.000
C -3.6336 -0.9354 -3.5223 0.000
C -2.4378 -0.3114 -3.2384 -0.001
C -2.2305 1.0488 -3.4769 0.000
O -0.9963 1.4465 -3.0917 0.002
C -0.5173 2.7782 -3.1868 -0.001
C 0.6133 3.0448 -2.1943 -0.026
O 1.3477 3.9875 -2.5149 0.009
O 0.6485 2.3680 -1.1226 0.019
H -4.1335 3.5756 -4.8790 0.000
H -2.3720 3.5978 -4.9216 0.000
H -3.2242 3.8975 -3.4081 0.001
H -5.2803 1.7327 -4.7511 0.000
H -3.7742 -1.9786 -3.2844 0.000
H -1.6349 -0.8621 -2.7623 0.005
H -1.2883 3.4941 -2.9130 0.000
H -0.1538 2.9920 -4.1929 0.001
O -4.6109 -0.9937 1.0829 0.005
C -4.7914 -2.1606 0.4418 0.001
C -6.0707 -2.7197 0.4235 -0.001
C -6.3202 -3.8753 -0.2979 0.000
C -5.3013 -4.4789 -1.0255 0.001
C -4.0211 -3.9418 -0.9714 0.000
C -3.7322 -2.8142 -0.2122 0.015
C -2.3011 -2.3049 -0.0573 -0.018
O -1.4952 -2.7386 -1.1884 0.013
O -2.2838 -0.9732 0.0841 0.174
H -3.6696 -0.7321 0.8394 -0.019
H -6.8574 -2.2099 0.9669 0.000
H -7.3209 -4.2937 -0.3085 0.000
H -5.4985 -5.3606 -1.6234 0.000
H -3.2095 -4.3948 -1.5284 0.000

---

[4]
72
Properties=species:S:1:pos:R:3:lowdin_charge:R:1 method="wB97M-V/def2-TZVPD" energy_ev=-37285.579 charge=0 multiplicity=1 lumo_energy_ev=0.2 orbital_gap_ev=7.996 e_homo_ha=-0.2861
C -5.6863 0.2826 -3.1816 -0.114
C -4.2631 -0.2246 -3.4238 -0.260
C -3.3974 -0.2146 -2.1482 -0.227
C -2.3811 0.9278 -2.1317 -0.205
C -1.1903 0.8155 -3.1094 -0.200
C -0.8172 -0.6004 -3.5538 -0.200
C 0.6490 -0.7480 -4.0197 -0.180
C 1.4093 -1.8144 -3.2190 -0.125
C 1.7316 -1.3257 -1.8055 -0.320
C 1.5840 -2.3836 -0.7404 -0.064
N 1.5185 -1.7469 0.6242 -0.216
C 1.9714 -2.7508 1.6431 0.027
C 0.0900 -1.2759 0.8741 -0.104
C -0.2622 -1.1881 2.3467 -0.152
C 0.5680 -0.1640 3.1251 -0.206
C -0.1393 0.8061 4.0832 -0.177
C 0.0229 2.2688 3.6790 -0.161
C -0.5799 2.4826 2.3085 -0.160
O -0.0323 3.6382 1.6336 0.007
C 0.3247 3.4615 0.3512 -0.524
C 0.0560 4.6510 -0.5085 0.029
O 0.8296 2.4287 -0.0490 0.067
C 2.5107 -0.5797 0.6181 -0.067
C 3.5724 -0.7009 -0.4573 -0.150
O 3.0584 -0.8129 -1.7766 -0.073
H -6.3579 0.0329 -4.0035 0.068
H -5.6810 1.3726 -3.0847 0.072
H -6.0920 -0.1094 -2.2465 0.069
H -3.7978 0.4576 -4.1441 0.101
H -4.2929 -1.2228 -3.8641 0.102
H -4.0558 -0.0774 -1.2830 0.104
H -2.9172 -1.1853 -2.0112 0.091
H -2.9450 1.8306 -2.4016 0.109
H -2.0187 1.1025 -1.1143 0.094
H -0.3198 1.2746 -2.6371 0.092
H -1.4061 1.4268 -3.9924 0.112
H -1.4955 -0.9454 -4.3386 0.115
H -0.9513 -1.2650 -2.6915 0.093
H 1.1611 0.2066 -3.8627 0.114
H 0.7087 -0.9766 -5.0847 0.110
H 2.3238 -2.1046 -3.7364 0.125
H 0.7682 -2.7005 -3.1507 0.118
H 1.0470 -0.4978 -1.5661 0.142
H 2.4191 -3.0876 -0.7716 0.151
H 0.6750 -2.9613 -0.9058 0.136
H 2.9922 -3.0331 1.3816 0.114
H 1.9759 -2.3158 2.6462 0.066
H 1.3420 -3.6371 1.5716 0.123
H -0.5929 -1.9507 0.3547 0.129
H -0.0086 -0.2957 0.3980 0.114
H -0.1708 -2.1702 2.8154 0.115
H -1.3303 -0.9448 2.4037 0.123
H 1.1782 0.4244 2.4424 0.093
H 1.2572 -0.7182 3.7649 0.052
H 0.4120 0.6308 5.0079 0.101
H -1.1898 0.5658 4.2756 0.117
H -0.4575 2.9433 4.3912 0.117
H 1.0886 2.5133 3.6545 0.128
H -0.4076 1.6128 1.6783 0.091
H -1.6607 2.6366 2.3813 0.137
H 0.9404 4.8610 -1.1114 0.093
H -0.7675 4.3973 -1.1778 0.093
H -0.2022 5.5218 0.0888 0.088
H 1.9738 0.3624 0.5308 0.107
H 3.0085 -0.5764 1.5894 0.147
H 4.2607 -1.5250 -0.2336 0.130
H 4.1582 0.2203 -0.4058 0.141
C 2.7712 -1.5188 5.4160 -0.765
O 3.5296 -1.8120 6.3385 -0.003
O 2.6460 -0.1090 5.1401 -0.029
O 2.0867 -2.2003 4.6216 -0.074
H 3.2475 0.3146 5.7643 0.087